Entry 1:
Formula: C8H9O5PTi
Source: OMol25
Level of theory: the ωB97M-V functional and the def2-TZVPD basis

The spin multiplicity is 3. The net charge is +2. For the LUMO energy (alpha / beta), the calculation gives -9.829 / -10.079 eV. As for the expectation value of S²: 2.01. Its orbital gap (alpha / beta) is 6.71 / 7.45 eV.

```
24
C8H9O5PTi, DFT the ωB97M-V functional and the def2-TZVPD basis
O -0.0724 -0.0649 -5.1997
C 0.3498 0.2411 -4.1526
Ti -0.0379 -0.0461 0.8240
O 2.1661 -2.4568 0.3701
C 1.3831 -1.5330 0.2050
C -1.1528 1.7141 0.1731
O -1.8157 2.6578 0.3534
C -1.5724 -1.2294 -0.1769
O -2.4759 -1.9120 -0.4455
C 1.6338 1.2867 0.8859
O 2.5387 2.0013 1.0860
C 1.0267 0.7323 3.6032
P -0.2567 -0.1986 2.9551
C -0.0614 -1.8830 3.2204
C -1.8002 0.4816 3.2491
H 2.0464 0.3581 3.3452
H 0.7977 0.5856 4.6590
H 1.0175 1.8125 3.3252
H -0.3982 -1.9410 4.2454
H -0.7238 -2.4509 2.5761
H 0.9175 -2.2992 3.0956
H -1.9432 0.1709 4.2617
H -1.9016 1.5346 3.1314
H -2.5353 0.0291 2.6086
```

Entry 2:
Formula: C90H190B3F30N10O5P3
Source: OMol25
Level of theory: the ωB97M-V functional and the def2-TZVPD basis

The net charge is +4. For the LUMO energy, the calculation gives -9.751 eV. Its orbital gap is 6.46 eV.

```
331
C90H190B3F30N10O5P3, DFT the ωB97M-V functional and the def2-TZVPD basis
C 3.2287 -8.4825 8.8526
C 3.4767 -8.4532 7.2915
C 2.3053 -8.3424 6.3667
C 1.3602 -7.1729 6.7149
N 0.0767 -7.1707 5.7928
C 0.3381 -7.1298 4.3216
C -0.6847 -6.1200 3.6630
C -1.4520 -5.5387 4.8319
C -0.5814 -5.8153 6.0529
C -0.7915 -8.4159 6.2302
H 2.3411 -9.1013 8.9839
H 2.9600 -7.4517 9.0836
H 4.0826 -8.7127 9.4898
H 4.0986 -9.3417 7.1820
H 4.1738 -7.6440 7.0739
H 1.7162 -9.2492 6.5034
H 2.5267 -8.3331 5.2994
H 1.8628 -6.2286 6.5054
H 1.0361 -7.1450 7.7552
H 0.4972 -8.1296 3.9174
H 1.2753 -6.6118 4.1180
H -1.3979 -6.7184 3.0962
H -0.2476 -5.3815 2.9909
H -2.3470 -6.1403 4.9903
H -1.8810 -4.5404 4.7445
H -1.1062 -5.8886 7.0054
H 0.1423 -5.0006 6.0298
H -0.3455 -9.3489 5.8860
H -1.7843 -8.4601 5.7824
H -1.0240 -8.2908 7.2878
C 0.5803 0.7887 0.2495
C 0.0216 -0.5130 -0.3331
C -1.4907 -0.3695 -0.4698
C -2.0391 0.8247 -1.3873
N -3.6163 0.7563 -1.4574
C -4.2367 -0.5405 -1.9870
C -5.5526 -0.0746 -2.6070
C -5.4202 1.4032 -2.8912
C -4.0211 1.8349 -2.5048
C -4.2486 1.1493 -0.1392
H 1.4740 0.5834 0.8388
H -0.1184 1.2252 0.9631
H 0.7426 1.5592 -0.5042
H 0.2669 -1.3728 0.2903
H 0.3964 -0.6942 -1.3405
H -1.8698 -0.3064 0.5502
H -1.9141 -1.3397 -0.7299
H -1.5640 0.6997 -2.3603
H -1.6669 1.7926 -1.0513
H -4.2868 -1.3118 -1.2184
H -3.5573 -0.8171 -2.7932
H -6.3439 -0.1076 -1.8581
H -5.8061 -0.7098 -3.4557
H -6.0419 2.0932 -2.3206
H -5.6774 1.5298 -3.9428
H -3.9230 2.8137 -2.0352
H -3.3952 1.7183 -3.3896
H -3.7998 2.0351 0.3104
H -3.9516 0.4740 0.6632
H -5.3372 1.2020 -0.1510
C -0.2346 -2.0698 -4.4602
C 1.0547 -2.2525 -5.3881
C 0.6822 -2.8151 -6.7976
C -0.1026 -1.7611 -7.6790
N -0.4672 -2.2410 -9.1130
C -1.2012 -1.1055 -9.8035
C -2.1605 -1.8966 -10.7696
C -2.6451 -3.0944 -9.9839
C -1.4488 -3.4535 -9.1147
C 0.8084 -2.6293 -9.9463
H -0.7827 -2.9834 -4.2302
H -0.9955 -1.4083 -4.8742
H 0.0206 -1.5318 -3.5472
H 1.8356 -2.8104 -4.8713
H 1.4478 -1.2473 -5.5406
H 0.1039 -3.7233 -6.6278
H 1.6381 -3.0936 -7.2414
H 0.3419 -0.7711 -7.7809
H -1.0687 -1.6191 -7.1946
H -0.5653 -0.4938 -10.4434
H -1.8169 -0.5653 -9.0843
H -1.6797 -2.0591 -11.7343
H -3.0021 -1.2181 -10.9090
H -2.8828 -3.8138 -10.7674
H -3.5792 -2.8682 -9.4699
H -1.0078 -4.3170 -9.6128
H -1.6783 -3.6879 -8.0753
H 0.6573 -2.9431 -10.9792
H 1.3364 -3.3746 -9.3515
H 1.5598 -1.8402 -9.9750
C 4.4697 0.5314 0.4962
C 5.0891 -0.8901 0.1788
C 4.0013 -1.8483 -0.3472
C 4.3748 -3.3465 -0.4856
N 3.2613 -4.2925 -1.0529
C 1.9401 -4.2792 -0.1734
C 1.1834 -5.4816 -0.5893
C 2.2601 -6.5477 -0.6628
C 3.5878 -5.8645 -0.9831
C 3.0436 -3.9573 -2.5273
H 3.8185 0.5642 1.3697
H 3.7739 0.7924 -0.3012
H 5.2021 1.3256 0.6410
H 5.5352 -1.3404 1.0655
H 5.8350 -0.7729 -0.6074
H 3.7205 -1.4246 -1.3114
H 3.0934 -1.6865 0.2339
H 4.3609 -3.7587 0.5233
H 5.3028 -3.5643 -1.0144
H 1.3126 -3.3951 -0.2862
H 2.2131 -4.3092 0.8814
H 0.7071 -5.3063 -1.5539
H 0.4062 -5.7965 0.1070
H 2.1049 -7.2285 -1.4998
H 2.3131 -7.2165 0.1963
H 4.0541 -6.1664 -1.9209
H 4.2410 -5.8793 -0.1106
H 2.1114 -4.4717 -2.7604
H 3.8588 -4.2402 -3.1933
H 2.8047 -2.8964 -2.6006
C -5.9908 -9.0990 -0.2440
C -5.1550 -8.7125 -1.5067
C -5.2773 -7.2339 -1.8860
C -4.4713 -6.9860 -3.1891
N -4.5887 -5.5376 -3.7632
C -6.0668 -5.0009 -3.9320
C -5.9675 -3.9223 -5.0184
C -4.7363 -4.3567 -5.8654
C -4.0097 -5.5550 -5.1782
C -3.7668 -4.6248 -2.8973
H -7.0590 -9.0276 -0.4491
H -5.6890 -8.5003 0.6154
H -5.6809 -10.0759 0.1272
H -5.2430 -9.4406 -2.3131
H -4.1179 -8.8472 -1.1996
H -4.9416 -6.4923 -1.1611
H -6.3577 -7.0910 -1.9065
H -4.7553 -7.7079 -3.9549
H -3.4039 -7.1476 -3.0389
H -6.3589 -4.5712 -2.9738
H -6.5897 -5.9419 -4.1030
H -5.8778 -2.9594 -4.5155
H -6.8616 -3.8605 -5.6388
H -4.1282 -3.4877 -6.1169
H -5.1142 -4.7119 -6.8241
H -2.9206 -5.5375 -5.1372
H -4.2539 -6.5046 -5.6544
H -2.8119 -5.1326 -2.7617
H -4.4083 -4.5730 -2.0176
H -3.7537 -3.6822 -3.4446
C -3.3075 6.1792 5.6837
C -4.0434 6.8821 4.5216
C -5.2883 7.6237 5.0632
C -5.9151 8.6761 4.0926
C -4.8267 9.6746 3.7704
C -3.6128 9.0883 3.0381
N -3.1057 7.9509 3.9307
O -1.7226 7.6159 3.8497
C -2.5269 10.2517 3.0743
C -3.9091 8.6500 1.5899
C -4.5523 5.8179 3.4765
H -2.4435 5.5469 5.4796
H -4.0375 5.5022 6.1275
H -2.9936 6.8885 6.4495
H -5.0078 8.1754 5.9604
H -6.0716 6.9374 5.3849
H -6.7810 8.9392 4.7000
H -6.2863 8.0966 3.2473
H -4.5927 10.1365 4.7295
H -5.2360 10.4968 3.1834
H -2.7294 11.1882 2.5547
H -1.6352 9.8244 2.6155
H -2.1536 10.5823 4.0435
H -3.0750 8.0693 1.1958
H -3.8558 9.4764 0.8811
H -4.7737 8.0120 1.4072
H -3.7176 5.2075 3.1319
H -4.9475 6.3063 2.5858
H -5.2383 5.2039 4.0601
C 0.8576 5.2868 1.8905
C 2.0452 5.5832 0.9876
C 1.8276 4.6087 -0.2107
C 2.5951 5.0132 -1.4759
C 2.7231 6.4980 -1.7516
C 1.7344 7.4500 -1.0152
N 1.8416 7.0126 0.4778
O 1.4959 7.9989 1.4731
C 0.3170 7.2810 -1.6685
C 2.3630 8.8746 -1.1120
C 3.4413 5.3975 1.6154
H 0.9112 4.3048 2.3605
H -0.1036 5.3937 1.3877
H 0.8434 6.0317 2.6862
H 0.7608 4.4855 -0.3974
H 2.1333 3.6240 0.1428
H 2.1450 4.5365 -2.3467
H 3.6025 4.5976 -1.4534
H 2.6917 6.8072 -2.7963
H 3.7042 6.8008 -1.3859
H -0.4343 7.8282 -1.0990
H 0.0195 6.2327 -1.6433
H 0.3290 7.6726 -2.6857
H 1.6383 9.6764 -0.9707
H 2.6895 8.8815 -2.1519
H 3.2432 9.1875 -0.5504
H 3.5088 4.3883 2.0218
H 3.7867 6.0316 2.4319
H 4.2721 5.5105 0.9189
C -2.8914 -0.3560 4.0706
C -1.9862 0.6848 4.8277
C -2.5571 0.9737 6.2520
C -2.4552 -0.1173 7.2834
C -0.9822 -0.4029 7.5203
C -0.2218 -0.7972 6.1923
N -0.5969 0.1913 5.0026
O 0.1411 -0.0046 3.8167
C -0.5628 -2.3623 5.7927
C 1.2686 -0.4917 6.4829
C -1.9571 2.0195 4.1871
H -3.9170 0.0109 4.0302
H -2.8322 -1.3238 4.5686
H -2.6373 -0.5298 3.0250
H -3.6288 1.1004 6.0986
H -2.2171 1.9209 6.6708
H -2.8057 -1.0860 6.9273
H -2.8606 0.2418 8.2293
H -0.9337 -1.1881 8.2747
H -0.5197 0.4428 8.0292
H -0.3363 -3.0162 6.6348
H -0.0801 -2.8683 4.9567
H -1.6435 -2.5042 5.7782
H 1.6377 0.5302 6.5692
H 1.9921 -1.0173 5.8597
H 1.4537 -0.9073 7.4734
H -1.4272 2.0334 3.2347
H -1.4243 2.7607 4.7829
H -2.9340 2.4393 3.9473
C 6.0566 3.7270 6.4082
C 6.9334 3.1047 5.3121
C 8.1770 2.4734 5.9004
C 7.8929 1.2717 6.6821
C 7.2711 0.1565 5.7919
C 5.9225 0.6698 5.1497
N 6.1406 2.1114 4.5509
O 5.2627 2.5145 3.5485
C 4.8210 0.5923 6.1417
C 5.5229 -0.2540 3.9402
C 7.4541 4.2198 4.3085
H 5.8270 3.0933 7.2648
H 5.1982 4.1301 5.8709
H 6.4988 4.6164 6.8573
H 8.6799 3.1712 6.5700
H 8.9600 2.2152 5.1874
H 7.3061 1.4463 7.5839
H 8.7444 0.8119 7.1838
H 7.0414 -0.8071 6.2465
H 7.8753 -0.0314 4.9044
H 3.9096 1.0894 5.8094
H 5.0012 1.0068 7.1336
H 4.5785 -0.4594 6.2935
H 4.5392 -0.1051 3.4952
H 5.5434 -1.2992 4.2488
H 6.2116 -0.0780 3.1139
H 7.6698 4.0020 3.2625
H 8.3539 4.6960 4.6980
H 6.7516 5.0382 4.1508
C 2.5747 1.5256 -7.5652
C 2.9117 3.0682 -7.5039
C 2.6293 3.6712 -8.9104
C 1.2480 4.1410 -9.3465
C 0.5560 4.9392 -8.2935
C 0.5550 4.2490 -6.8444
N 1.9324 3.6592 -6.4265
O 2.4066 3.9095 -5.1052
C -0.4819 3.1787 -6.7905
C 0.1400 5.3976 -5.8829
C 4.4242 3.3203 -7.1018
H 1.6120 1.2246 -7.9783
H 2.6637 1.0685 -6.5796
H 3.2843 1.1085 -8.2798
H 3.0425 3.0023 -9.6653
H 3.2302 4.5699 -9.0497
H 0.5989 3.3245 -9.6628
H 1.4300 4.7802 -10.2105
H -0.4848 4.9655 -8.6164
H 0.8636 5.9827 -8.3614
H -0.6207 2.6627 -5.8405
H -0.3767 2.4527 -7.5967
H -1.4440 3.6536 -6.9824
H -0.8512 5.8004 -6.0911
H 0.9081 6.1663 -5.7973
H 0.0015 5.0255 -4.8678
H 4.9364 2.9031 -7.9688
H 4.8042 2.7827 -6.2331
H 4.6908 4.3745 -7.0273
B 1.6383 3.3280 5.8084
F 1.9539 2.9642 4.4895
F 1.6751 4.6592 5.8844
F 0.4393 2.7918 6.1601
F 2.5897 2.8238 6.7103
B -2.4531 4.6102 0.5833
F -1.6966 4.1128 -0.4554
F -3.7895 4.3539 0.2751
F -2.0800 4.0070 1.7467
F -2.2075 5.9069 0.7451
B 2.7902 0.8551 -3.6557
F 2.9171 -0.5118 -3.4731
F 3.9279 1.4188 -4.1764
F 1.6033 1.0725 -4.3239
F 2.5778 1.5182 -2.4377
P -2.5718 -3.8171 1.1028
F -1.2168 -3.2591 1.8289
F -3.1745 -4.3134 2.5105
F -3.2370 -2.2704 1.2125
F -3.8946 -4.3132 0.2512
F -1.8112 -3.5148 -0.3253
F -1.7797 -5.2312 0.8922
P 3.5109 -4.0164 3.8910
F 1.9959 -4.2399 4.2022
F 3.8896 -5.2931 4.8819
F 3.2719 -5.2047 2.7532
F 5.0261 -3.9936 3.3938
F 3.0017 -2.7995 2.8759
F 3.8532 -3.0215 5.1100
P -3.7686 0.2306 -6.6478
F -3.4703 1.4353 -5.6354
F -5.3557 0.1500 -6.4376
F -4.0198 1.3571 -7.8127
F -3.8291 -1.0209 -7.7265
F -2.1480 0.4341 -6.9929
F -3.4184 -0.8224 -5.4421
```

- Which of these has the lowest net charge?
  C8H9O5PTi

- Which of these has the lowest net charge?
  C8H9O5PTi

- The highest net charge belongs to which entry?
  C90H190B3F30N10O5P3

- Look up the net charge of the first one.
  +2